1.
{"formula": "C13H33O9PS6", "method": "the ωB97M-V functional and the def2-TZVPD basis", "e_tot_ha": -3922.6186, "homo_lumo_gap_ha": 0.3056, "relative_energy_kcal_mol": 0.0, "symbols": ["C", "C", "C", "C", "C", "O", "S", "O", "O", "P", "O", "O", "S", "H", "H", "H", "H", "H", "H", "H", "H", "H", "C", "S", "O", "C", "H", "H", "H", "H", "H", "H", "C", "S", "O", "C", "H", "H", "H", "H", "H", "H", "C", "S", "O", "C", "H", "H", "H", "H", "H", "H", "C", "S", "O", "C", "H", "H", "H", "H", "H", "H"], "xyz": [[0.650311, -0.440867, 2.692373], [0.932242, -1.406829, 2.041293], [1.543552, -2.409608, 1.159040], [0.649217, -2.702919, -0.069199], [0.993773, -1.620365, -1.123664], [-0.076699, -1.534564, -2.076183], [-0.149286, -0.109965, -2.887590], [-0.205055, 0.943807, -1.923903], [1.305919, -0.006465, -3.761425], [2.368700, 1.163946, -3.288272], [2.811498, 0.963302, -1.742022], [3.708948, 0.825679, -4.152082], [1.850030, 2.953061, -3.706251], [0.122235, 0.279870, 3.296382], [1.759231, -3.315427, 1.736625], [2.524577, -2.067709, 0.797487], [-0.397850, -2.602193, 0.218391], [0.885991, -3.674376, -0.509753], [1.176763, -0.692502, -0.571802], [1.945512, -1.937456, -1.576699], [3.407530, 0.201158, -1.703417], [4.146848, 0.054644, -3.761684], [-2.858487, -2.779352, -3.333806], [-4.225268, -3.416017, -2.357176], [-3.769815, -4.686946, -1.734410], [-5.269374, -3.848992, -3.757486], [-2.064906, -2.484954, -2.655898], [-2.492568, -3.555486, -4.007410], [-3.191271, -1.910048, -3.904510], [-4.746343, -4.554862, -4.403307], [-5.524112, -2.945531, -4.312085], [-6.178364, -4.309126, -3.374769], [-3.365469, 3.781024, -5.903172], [-2.359874, 2.498604, -5.140032], [-3.233549, 1.307316, -4.948832], [-2.201013, 3.310993, -3.544668], [-3.619507, 3.459968, -6.911565], [-4.278529, 3.927066, -5.325330], [-2.794519, 4.708476, -5.949988], [-3.191241, 3.489154, -3.123017], [-1.666856, 4.252901, -3.670467], [-1.633595, 2.659227, -2.883821], [3.875335, -2.354627, 5.229467], [2.258427, -2.999028, 5.691739], [1.248972, -2.266634, 4.890653], [2.246393, -2.294304, 7.348574], [4.074646, -2.644990, 4.199681], [3.875813, -1.267057, 5.308407], [4.637338, -2.782335, 5.881973], [2.354479, -1.210882, 7.288987], [3.060347, -2.724415, 7.933222], [1.294712, -2.540837, 7.814947], [0.262913, 4.625536, 2.906202], [1.251242, 3.307004, 3.625051], [0.370050, 2.118794, 3.758065], [1.398020, 4.048058, 5.257962], [0.018837, 4.346999, 1.882851], [-0.655576, 4.753219, 3.479585], [0.839805, 5.550629, 2.903696], [0.406090, 4.213320, 5.679167], [1.938348, 4.991804, 5.180320], [1.954484, 3.362110, 5.893558]], "forces_ev_per_angstrom": [[-1.3, -0.1, 0.3], [1.2, 0.1, -0.8], [-0.3, -0.4, 0.1], [0.6, 0.7, -0.3], [0.2, -1.1, 1.7], [1.5, 1.3, -0.6], [-2.4, -1.2, -1.2], [0.7, 0.4, 0.6], [1.1, 0.2, 1.8], [0.5, 1.9, -1.1], [-0.2, -0.7, -1.2], [-0.9, -0.8, 1.1], [-0.2, -0.4, 0.2], [0.7, -0.2, -0.3], [-0.2, 0.0, -0.1], [-0.1, 0.1, 0.2], [0.0, -0.3, -0.1], [-0.4, -0.1, 0.2], [-0.5, 0.2, -0.4], [-0.3, 0.2, -0.4], [0.0, 0.0, 0.6], [0.3, -0.1, -0.5], [0.0, 0.0, -0.2], [0.0, 0.1, 0.0], [0.0, 0.0, -0.1], [0.0, 0.0, -0.1], [-0.1, -0.1, 0.1], [-0.1, -0.1, 0.0], [0.0, 0.0, 0.0], [0.0, 0.0, 0.1], [0.0, 0.0, 0.0], [0.0, 0.0, 0.1], [-0.1, 0.1, 0.0], [0.1, 0.0, 0.0], [0.0, 0.0, 0.1], [-0.1, 0.1, 0.1], [0.0, -0.1, 0.0], [0.0, -0.1, 0.0], [0.0, 0.0, 0.0], [0.0, 0.0, -0.1], [0.0, 0.0, 0.0], [0.1, 0.0, -0.1], [0.1, 0.1, 0.0], [0.0, -0.1, 0.0], [0.1, -0.1, 0.2], [0.1, 0.1, 0.1], [-0.1, 0.0, 0.0], [-0.1, 0.0, 0.0], [0.0, 0.0, 0.0], [0.0, 0.0, -0.1], [0.0, 0.0, 0.0], [0.0, 0.0, -0.1], [-0.1, 0.1, 0.0], [0.1, 0.0, -0.1], [-0.1, 0.6, 0.3], [-0.1, 0.1, 0.1], [0.1, -0.1, 0.0], [0.0, -0.1, 0.0], [0.0, 0.0, 0.0], [0.0, 0.0, 0.0], [0.0, 0.0, 0.0], [0.0, 0.0, -0.1]]}

=====

2.
{"formula": "C13H34AlCl4FN2O7P", "method": "the ωB97M-V functional and the def2-TZVPD basis", "e_tot_ha": -3675.8541, "total_charge": -1, "homo_lumo_gap_ha": 0.0951, "symbols": ["C", "O", "C", "C", "C", "C", "P", "C", "C", "C", "F", "H", "H", "H", "H", "H", "H", "H", "H", "H", "H", "H", "H", "H", "H", "H", "H", "H", "H", "H", "H", "H", "Al", "O", "H", "N", "O", "O", "O", "C", "Cl", "Cl", "H", "H", "O", "H", "C", "Cl", "Cl", "H", "H", "C", "O", "N", "C", "C", "H", "H", "H", "H", "H", "H", "H"], "xyz": [[-0.281772, 1.526411, -2.748862], [1.047241, 1.470043, -2.183317], [0.954067, 1.035270, -0.880921], [2.274994, 0.929035, -0.138408], [1.898388, 0.557225, 1.314757], [2.522498, -0.758690, 1.752328], [1.212020, -2.013252, 2.268449], [-0.050484, -3.269193, 2.947013], [0.925259, -2.461003, 0.434297], [2.004267, -3.343854, -0.188522], [-0.390709, -3.159010, 0.200886], [-1.007652, 1.191761, -1.994711], [-0.553818, 2.543571, -3.015280], [-0.380170, 0.830907, -3.580291], [0.479726, 0.036219, -0.846042], [0.315416, 1.731070, -0.311807], [2.898581, 0.138984, -0.564386], [2.877903, 1.832073, -0.205350], [2.192915, 1.379478, 1.965634], [0.803884, 0.531470, 1.370414], [3.159034, -0.579710, 2.622738], [3.195161, -1.182501, 1.009422], [2.236060, -3.038942, 2.455905], [1.478144, -1.520064, 4.013967], [0.142390, -1.039399, 2.202278], [0.018797, -3.271304, 4.033791], [-1.066930, -2.948650, 2.730066], [0.150142, -4.280282, 2.591877], [0.871154, -1.525177, -0.112661], [2.564096, -2.760938, -0.917403], [2.682771, -3.756318, 0.552431], [1.547139, -4.170569, -0.731351], [-0.986091, -3.438873, -1.624147], [-0.650091, 0.174851, -5.709951], [0.278285, 0.425080, -5.613731], [-1.230284, 3.001775, -6.463067], [-1.846675, 2.698070, -7.508603], [-1.753734, 2.791745, -5.353519], [-0.096025, 3.522107, -6.531152], [6.290311, 1.261391, 1.791419], [5.640909, -0.071057, 0.824865], [5.449393, 2.781141, 1.480094], [6.174595, 1.010695, 2.839099], [7.336977, 1.387115, 1.542831], [1.555791, -1.542137, 5.244938], [0.870365, -2.172924, 5.500050], [-5.097141, 2.795555, -7.196406], [-5.570601, 4.159282, -6.169763], [-6.400298, 2.363493, -8.335603], [-4.204555, 3.062003, -7.753255], [-4.888203, 1.942102, -6.565301], [-2.321031, 0.196093, 4.551650], [-1.233956, -0.347287, 4.646481], [-3.061230, 0.267179, 3.428493], [-4.346888, 0.934658, 3.393242], [-2.548153, -0.349630, 2.216988], [-2.802645, 0.694149, 5.410206], [-5.130691, 0.231156, 3.105255], [-4.328490, 1.753068, 2.671502], [-4.582153, 1.338886, 4.375665], [-2.390166, -1.412454, 2.396414], [-1.591993, 0.102235, 1.955216], [-3.256042, -0.214127, 1.403152]], "forces_ev_per_angstrom": [[-0.4, -0.2, 0.2], [-0.1, -0.1, 0.0], [0.4, 0.5, 0.0], [-0.3, -0.4, 0.0], [0.8, 0.4, -0.6], [-0.2, 1.0, 1.4], [-1.6, -2.5, -3.7], [0.2, 0.4, 0.8], [1.1, 0.0, 0.4], [-0.2, 0.1, -0.1], [0.4, 0.5, 0.7], [0.0, 0.1, 0.1], [0.2, 0.0, -0.4], [0.1, 0.3, -0.5], [-0.2, 0.1, 0.0], [-0.1, -0.2, 0.1], [-0.1, 0.0, -0.2], [-0.2, 0.2, 0.0], [0.0, -0.1, 0.2], [0.0, -0.2, 0.1], [0.0, -0.2, 0.1], [-0.3, -0.4, -0.1], [0.2, 0.3, 0.4], [0.3, 0.2, 6.8], [0.4, 0.4, 0.5], [0.0, -0.2, 0.0], [0.0, 0.0, -0.2], [0.1, 0.0, -0.1], [-0.5, -0.1, 0.0], [0.1, 0.0, 0.0], [0.0, -0.1, 0.0], [0.1, -0.1, 0.0], [-0.4, 0.1, -1.0], [0.2, -0.9, 0.6], [0.0, 0.1, -0.2], [0.0, 0.0, 0.2], [-0.2, 0.2, -0.2], [-0.2, 0.4, 0.0], [0.0, 0.0, -0.1], [0.0, 0.0, 0.1], [0.2, 0.0, 0.0], [0.0, 0.0, 0.0], [-0.1, 0.0, 0.0], [0.0, 0.0, -0.1], [0.3, 0.2, -5.2], [-0.2, 0.2, -0.3], [0.3, 0.0, 0.0], [0.0, 0.0, 0.0], [0.0, 0.0, 0.0], [0.1, 0.0, 0.1], [0.0, 0.0, 0.0], [0.0, 0.1, 0.1], [-0.2, -0.1, -0.2], [0.0, 0.0, 0.1], [0.1, -0.1, -0.1], [0.0, 0.1, 0.2], [0.0, 0.0, 0.0], [0.0, 0.0, 0.0], [-0.1, 0.0, 0.0], [0.0, 0.0, 0.0], [0.0, 0.0, -0.1], [0.0, 0.0, -0.1], [0.0, 0.0, 0.0]]}

=====

3.
{"formula": "C13H34BF4GeIrN2O2Si3", "method": "the ωB97M-V functional and the def2-TZVPD basis", "spin_multiplicity": 2, "s2": 0.775, "e_tot_ha": -4249.6705, "total_charge": 1, "homo_lumo_gap_ha": [0.2217, 0.2261], "relative_energy_kcal_mol": 56.4, "symbols": ["Ir", "C", "C", "N", "O", "C", "C", "N", "O", "H", "H", "H", "H", "H", "H", "H", "C", "Si", "C", "C", "Ge", "Si", "C", "C", "C", "Si", "C", "C", "C", "H", "H", "H", "H", "H", "H", "H", "H", "H", "H", "H", "H", "H", "H", "H", "H", "H", "H", "H", "H", "H", "H", "H", "H", "H", "H", "H", "F", "B", "F", "F", "F"], "xyz": [[0.550444, 0.157335, 1.533576], [1.997572, -0.674767, 5.365953], [1.164231, -0.514723, 4.142630], [1.629784, -0.715571, 2.953186], [2.968787, -1.003872, 2.862871], [-0.230755, -0.106123, 4.187954], [-1.061435, -0.081138, 5.423983], [-0.723088, 0.258233, 3.017488], [-1.875548, 0.678941, 2.828049], [3.012308, -0.336686, 5.167539], [2.053082, -1.728265, 5.652663], [1.570804, -0.113158, 6.192001], [3.152639, -1.071710, 1.915400], [-1.118034, -1.074287, 5.873644], [-2.065607, 0.248636, 5.175179], [-0.647016, 0.604237, 6.164482], [-0.925983, -2.797516, 0.778649], [-0.458281, -2.272289, -0.957709], [1.138028, -3.075434, -1.466518], [-1.849840, -2.506439, -2.145705], [0.064676, 0.158873, -0.883238], [-2.118923, 1.558527, -0.860720], [-1.688566, 3.168432, -0.089362], [-2.588252, 1.602798, -2.638197], [-3.325705, 0.520108, 0.044677], [1.078144, 0.721560, -3.012943], [2.839561, 0.172901, -2.921456], [0.918499, 2.536506, -3.325592], [0.161790, -0.263764, -4.288546], [-0.752112, -3.869957, 0.922226], [-1.979226, -2.598320, 0.994386], [-0.330168, -2.272641, 1.525896], [1.152956, -4.129010, -1.167399], [1.986093, -2.578168, -0.993222], [1.285648, -3.040867, -2.549220], [-1.971940, -3.586371, -2.293172], [-1.663748, -2.056146, -3.119992], [-2.789255, -2.113528, -1.752846], [-0.792881, 3.599788, -0.540570], [-1.493954, 3.012195, 0.974565], [-2.509542, 3.886157, -0.190615], [-1.960118, 2.254401, -3.241447], [-3.613342, 1.991751, -2.664354], [-2.604588, 0.608612, -3.089371], [-2.980240, 0.282120, 1.042374], [-3.554701, -0.401378, -0.497946], [-4.261855, 1.087541, 0.133507], [3.354683, 0.584387, -2.050616], [3.363909, 0.523966, -3.815586], [2.914513, -0.916375, -2.884498], [1.259470, 3.119398, -2.468186], [-0.107429, 2.821950, -3.552824], [1.539800, 2.811649, -4.184492], [0.223512, -1.338357, -4.107234], [0.633506, -0.071371, -5.259245], [-0.886435, 0.023262, -4.373870], [3.917820, 2.078164, 0.251495], [2.646716, 1.740567, 0.498384], [2.367023, 0.266244, 0.194652], [2.256945, 1.821015, 1.872590], [1.725623, 2.407974, -0.303308]], "forces_ev_per_angstrom": [[0.1, 0.4, -0.2], [0.0, -0.2, -0.1], [-0.4, -0.2, 0.3], [0.4, 0.2, 0.3], [0.1, -0.1, -0.1], [0.2, 0.1, 0.0], [0.0, 0.0, 0.0], [0.0, -0.5, 0.1], [-0.2, 0.2, -0.1], [0.0, 0.0, 0.0], [0.0, 0.0, 0.0], [0.0, 0.0, 0.0], [0.0, 0.0, 0.0], [0.0, 0.0, 0.0], [0.0, 0.0, 0.0], [0.0, 0.0, 0.0], [-0.2, -0.3, 0.0], [0.7, 0.5, 0.9], [0.1, -0.3, -0.2], [-0.3, 0.0, -0.2], [-1.0, -0.7, -1.4], [0.3, 0.3, 1.0], [0.0, 0.3, 0.1], [0.3, -0.1, -0.5], [-0.4, -0.3, 0.0], [0.0, 0.1, 0.2], [0.3, -0.1, 0.1], [0.1, 0.3, 0.0], [-0.1, -0.2, -0.3], [-0.1, 0.1, 0.0], [0.1, 0.1, 0.0], [0.1, -0.1, 0.1], [0.0, 0.1, 0.0], [0.0, 0.0, 0.0], [0.0, 0.0, 0.1], [0.0, 0.1, 0.0], [0.0, 0.0, 0.0], [0.0, -0.1, 0.0], [0.0, 0.0, 0.0], [0.0, 0.0, 0.0], [0.1, 0.0, 0.0], [-0.1, 0.0, 0.0], [0.0, 0.0, 0.1], [-0.1, 0.0, 0.0], [0.0, 0.0, 0.2], [0.0, 0.1, 0.0], [0.1, 0.0, 0.0], [0.0, 0.0, -0.1], [0.0, -0.1, 0.0], [0.0, 0.0, 0.0], [0.0, 0.0, -0.1], [0.1, 0.1, 0.0], [-0.1, 0.0, 0.0], [0.0, 0.0, 0.0], [-0.1, 0.0, 0.1], [0.0, 0.0, 0.0], [0.0, -0.5, 0.1], [-0.2, 0.9, 0.1], [-0.1, -0.1, 0.2], [0.1, 0.1, -0.6], [0.1, -0.2, 0.3]]}

=====

Values of molecular weight, in order: 556.8; 549.2; 686.3, all in g mol⁻¹.